Entry 1:
{
  "formula": "C12H25ClErNO2P2",
  "method": "wB97M-V/def2-TZVPD",
  "species": ["Er", "P", "C", "C", "N", "C", "C", "C", "C", "C", "P", "H", "H", "H", "H", "H", "H", "H", "H", "O", "H", "H", "O", "H", "C", "H", "H", "H", "C", "H", "H", "H", "C", "H", "H", "H", "C", "H", "H", "H", "Cl", "C", "H", "H"],
  "xyz": [[0.323, 0.806, 0.626], [2.396, -0.927, 1.262], [2.327, -0.889, -0.606], [1.046, -1.440, -1.224], [-0.140, -0.897, -0.852], [-1.311, -1.380, -1.333], [-1.304, -2.348, -2.327], [-0.075, -2.890, -2.748], [1.111, -2.390, -2.225], [-2.621, -0.802, -0.839], [-2.346, 0.852, -0.027], [2.086, -2.775, -2.547], [-2.270, -2.680, -2.728], [-0.075, -3.632, -3.552], [-3.300, -0.666, -1.704], [-3.145, -1.480, -0.128], [2.399, 0.219, -0.913], [3.209, -1.391, -1.037], [0.744, 3.024, -0.226], [1.433, 1.931, -0.803], [2.032, 2.171, -1.542], [-0.192, 2.761, 1.453], [-0.034, 3.410, 0.275], [-0.054, 4.380, 0.373], [-2.806, 1.973, -1.379], [-3.840, 1.801, -1.698], [-2.719, 2.993, -0.987], [-2.129, 1.852, -2.235], [-3.825, 0.931, 1.062], [-3.677, 1.792, 1.739], [-4.734, 1.082, 0.445], [-3.906, -0.004, 1.651], [2.246, -2.671, 1.620], [3.203, -3.149, 1.388], [2.024, -2.762, 2.691], [1.433, -3.119, 1.041], [4.115, -0.524, 1.559], [4.232, -0.282, 2.618], [4.712, -1.405, 1.312], [4.428, 0.339, 0.963], [-0.626, 0.504, 3.037], [-0.219, 2.267, 2.564], [-0.960, 2.927, 3.071], [0.809, 2.490, 2.911]],
  "mulliken_charge": [0.43, 0.65, -1.24, 1.04, 0.25, 0.56, -0.75, -0.51, -0.94, -1.14, 0.85, 0.46, 0.46, 0.43, 0.55, 0.46, 0.23, 0.59, 0.33, -0.82, 0.20, 0.17, -0.55, 0.30, -1.42, 0.49, 0.38, 0.36, -1.23, 0.37, 0.42, 0.41, -1.20, 0.42, 0.40, 0.36, -1.26, 0.40, 0.41, 0.38, -0.12, -0.52, 0.45, 0.48],
  "lumo_energy_ha": [-0.235, -0.233],
  "total_energy_ha": -2834.97949,
  "charge": 2,
  "gap_ev": [9.3, 9.4],
  "homo_ev": [-15.7, -15.7],
  "relative_energy_kcal_mol": 0.0,
  "multiplicity": 4
}

---

Entry 2:
{
  "formula": "C11H21N2",
  "method": "wB97M-V/def2-TZVPD",
  "species": ["C", "C", "C", "C", "C", "C", "C", "C", "C", "C", "C", "N", "N", "H", "H", "H", "H", "H", "H", "H", "H", "H", "H", "H", "H", "H", "H", "H", "H", "H", "H", "H", "H", "H"],
  "xyz": [[-4.007, 0.470, -0.429], [-2.898, -0.185, -0.276], [0.247, 0.590, 2.977], [0.851, -0.791, 2.886], [0.148, 1.129, 1.609], [1.559, -0.779, 1.421], [0.864, 0.350, 0.792], [0.777, 1.850, -1.153], [2.388, 0.150, -1.081], [-1.259, -1.468, -2.423], [-1.698, -0.689, -0.104], [1.049, 0.568, -0.594], [-0.691, -1.319, -1.079], [-5.050, 0.310, -0.495], [-0.701, 0.615, 3.451], [0.735, 1.317, 3.655], [1.507, -1.041, 3.691], [0.150, -1.574, 2.717], [-3.857, 1.583, -0.606], [-0.501, 1.972, 1.416], [2.553, -0.562, 1.683], [1.564, -1.707, 1.077], [-0.143, 2.180, -0.766], [1.534, 2.611, -1.113], [0.531, 1.568, -2.141], [2.907, -0.670, -0.580], [2.569, -0.071, -2.113], [3.005, 0.981, -0.808], [-2.111, -2.112, -2.376], [-1.540, -0.565, -2.844], [-0.505, -1.959, -3.073], [-1.351, -0.775, 0.897], [-0.296, -2.281, -0.877], [0.138, -0.426, -0.776]],
  "mulliken_charge": [-0.85, 0.03, -0.79, -0.87, -0.39, -1.53, 0.29, -1.21, -1.12, -1.18, -0.09, 0.39, -0.22, 0.34, 0.39, 0.46, 0.39, 0.31, 0.19, 0.37, 0.51, 0.65, 0.39, 0.27, 0.48, 0.37, 0.37, 0.45, 0.43, 0.43, 0.35, 0.47, 0.36, 0.60],
  "lumo_energy_ha": -0.098,
  "total_energy_ha": -540.82881,
  "charge": 1,
  "gap_ev": 9.2,
  "homo_ev": -11.8,
  "relative_energy_kcal_mol": 93.9
}

---

Entry 3:
{
  "formula": "C5H8O2",
  "method": "wB97M-V/def2-TZVPD",
  "species": ["C", "C", "C", "O", "C", "C", "O", "H", "H", "H", "H", "H", "H", "H", "H"],
  "xyz": [[1.184, -0.807, 1.120], [0.199, -0.049, 0.274], [0.511, 1.246, -0.452], [-0.840, 1.703, -0.200], [-1.075, 0.688, 0.759], [-0.898, -0.751, -0.453], [-1.142, -0.519, -1.787], [1.596, -0.173, 1.912], [0.710, -1.671, 1.597], [2.014, -1.176, 0.506], [0.751, 1.193, -1.520], [1.233, 1.884, 0.064], [-1.884, -0.210, 0.237], [-1.059, -1.793, -0.175], [-1.299, 0.437, -1.881]],
  "mulliken_charge": [-1.50, 1.08, -0.65, -0.32, -0.60, -0.23, -0.54, 0.34, 0.38, 0.34, 0.28, 0.31, 0.26, 0.50, 0.35],
  "lumo_energy_ha": 0.030,
  "total_energy_ha": -345.62501,
  "gap_ev": 9.3,
  "homo_ev": -8.4,
  "relative_energy_kcal_mol": 112.9
}

---

Entry 4:
{
  "formula": "C29H43ClF4N15O3S2",
  "method": "wB97M-V/def2-TZVPD",
  "species": ["C", "C", "S", "C", "N", "C", "O", "C", "F", "F", "F", "C", "N", "C", "N", "Cl", "N", "S", "O", "O", "F", "H", "H", "H", "H", "H", "H", "H", "H", "H", "H", "C", "C", "N", "H", "H", "H", "C", "C", "N", "H", "H", "H", "C", "C", "N", "H", "H", "H", "C", "C", "N", "H", "H", "H", "C", "C", "N", "H", "H", "H", "C", "C", "N", "H", "H", "H", "C", "C", "N", "H", "H", "H", "C", "C", "N", "H", "H", "H", "C", "C", "N", "H", "H", "H", "C", "C", "N", "H", "H", "H", "C", "C", "N", "H", "H", "H"],
  "xyz": [[1.891, -1.126, 0.338], [2.124, -1.013, -1.188], [1.482, 0.514, -1.941], [-0.183, 0.710, -1.249], [-0.254, 1.519, -0.006], [0.766, 2.519, 0.200], [1.865, 1.976, 0.938], [3.002, 2.732, 0.882], [2.775, 4.035, 0.685], [3.825, 2.247, -0.054], [3.627, 2.598, 2.066], [-1.170, 1.405, 0.942], [-1.162, 2.087, 2.079], [-2.186, 1.704, 2.853], [-2.854, 0.788, 2.160], [-4.206, 0.094, 2.903], [-2.293, 0.561, 0.939], [-2.972, -0.519, -0.160], [-2.155, -1.670, -0.144], [-4.327, -0.771, 0.138], [-2.987, 0.156, -1.544], [1.488, -2.117, 0.569], [1.179, -0.412, 0.743], [2.848, -1.074, 0.860], [1.718, -1.904, -1.673], [3.199, -1.010, -1.355], [-0.749, 1.203, -2.039], [-0.481, -0.327, -1.099], [0.385, 3.359, 0.784], [1.061, 2.991, -0.740], [-2.437, 2.053, 3.846], [-2.652, -4.378, 4.339], [-3.075, -2.991, 4.169], [-3.401, -1.898, 4.035], [-3.519, -5.035, 4.302], [-1.960, -4.652, 3.545], [-2.156, -4.495, 5.301], [2.536, 7.138, -2.246], [1.452, 6.188, -2.003], [0.602, 5.442, -1.813], [2.793, 7.149, -3.300], [2.227, 8.138, -1.949], [3.413, 6.850, -1.669], [-4.779, 5.452, 3.315], [-4.442, 4.299, 4.146], [-4.178, 3.400, 4.807], [-4.512, 5.252, 2.280], [-5.847, 5.650, 3.377], [-4.233, 6.327, 3.662], [2.959, 8.188, -6.686], [3.179, 8.836, -5.395], [3.352, 9.351, -4.386], [3.812, 8.365, -7.338], [2.836, 7.115, -6.546], [2.063, 8.592, -7.154], [1.423, -0.901, 4.395], [0.453, -1.532, 3.503], [-0.311, -2.029, 2.805], [1.759, 0.043, 3.967], [0.965, -0.712, 5.364], [2.282, -1.557, 4.528], [-1.830, -4.885, 0.127], [-1.360, -6.033, 0.895], [-0.991, -6.925, 1.512], [-1.562, -5.003, -0.921], [-2.912, -4.799, 0.210], [-1.370, -3.977, 0.513], [-5.319, 1.149, 7.512], [-6.054, 1.266, 8.769], [-6.631, 1.358, 9.754], [-4.396, 0.595, 7.673], [-5.925, 0.624, 6.776], [-5.076, 2.139, 7.129], [-0.962, 4.470, -5.614], [-0.660, 3.304, -4.790], [-0.423, 2.391, -4.140], [-0.678, 4.275, -6.647], [-2.027, 4.685, -5.572], [-0.409, 5.332, -5.246], [2.292, -8.053, -0.118], [2.689, -6.659, -0.310], [2.991, -5.563, -0.460], [2.412, -8.603, -1.050], [2.909, -8.516, 0.648], [1.248, -8.097, 0.190], [4.082, -2.625, -4.397], [4.621, -1.555, -3.562], [5.043, -0.717, -2.904], [3.588, -2.199, -5.268], [4.888, -3.277, -4.727], [3.362, -3.210, -3.827], [1.929, -8.917, -4.303], [2.434, -10.050, -3.529], [2.829, -10.936, -2.920], [2.189, -9.042, -5.352], [0.847, -8.858, -4.208], [2.371, -7.992, -3.934]],
  "mulliken_charge": [-0.80, -0.28, -0.02, -0.83, 0.23, -1.48, -0.27, 0.89, -0.24, -0.22, -0.27, 0.43, -0.42, -0.41, -0.16, 0.19, 0.50, 1.05, -0.39, -0.55, -0.16, 0.37, -0.20, 0.39, 0.35, 0.25, 0.59, 0.25, 0.45, 0.71, 0.85, -0.79, 0.29, -0.28, 0.33, 0.15, 0.30, -0.62, 0.42, -0.44, 0.01, 0.33, 0.28, -0.81, 0.39, -0.39, 0.28, 0.29, 0.29, -0.75, 0.38, -0.40, 0.29, 0.26, 0.26, -1.01, 0.39, -0.25, 0.23, 0.36, 0.35, -0.34, 0.24, -0.47, 0.37, 0.31, -0.08, -0.47, 0.16, -0.33, 0.26, 0.21, 0.16, -0.81, 0.36, -0.37, 0.30, 0.27, 0.22, -0.39, 0.36, -0.40, -0.02, 0.27, 0.17, -0.83, 0.45, -0.41, 0.27, 0.33, 0.25, -0.76, 0.31, -0.37, 0.31, 0.26, 0.25],
  "lumo_energy_ha": -0.119,
  "total_energy_ha": -3833.47029,
  "charge": 1,
  "gap_ev": 7.9,
  "homo_ev": -11.2
}

---

Entry 5:
{
  "formula": "C6H9O4S",
  "method": "wB97M-V/def2-TZVPD",
  "species": ["C", "C", "C", "C", "O", "C", "C", "S", "O", "O", "O", "H", "H", "H", "H", "H", "H", "H", "H", "H"],
  "xyz": [[0.034, 0.593, -2.097], [0.767, -0.347, -1.511], [1.073, -0.412, -0.087], [1.357, -1.816, 0.375], [1.651, -2.718, -0.349], [0.316, 0.405, 0.912], [-1.154, 0.002, 0.907], [2.800, 0.374, 0.120], [2.655, 1.773, -0.033], [3.115, -0.089, 1.506], [3.667, -0.164, -0.912], [-0.369, 0.411, -3.187], [-0.465, 1.284, -1.591], [1.263, -1.200, -2.084], [1.270, -1.836, 1.551], [0.822, 0.430, 1.774], [0.257, 1.416, 0.519], [-1.307, -0.014, -0.173], [-1.715, 0.770, 1.417], [-1.602, -0.823, 1.608]],
  "mulliken_charge": [-1.08, -0.22, 1.02, -0.04, -0.52, -1.62, -1.17, 1.22, -0.67, -0.70, -0.68, 0.16, 0.50, 0.24, 0.23, 0.97, 0.38, 0.35, 0.36, 0.25],
  "lumo_energy_ha": 0.130,
  "total_energy_ha": -933.16916,
  "charge": -1,
  "gap_ev": 8.8,
  "homo_ev": -5.3,
  "relative_energy_kcal_mol": 23.2,
  "smiles": "C=C[C@](C=O)(CC)S(=O)(=O)[O-]"
}

---

Entry 6:
{
  "formula": "C2H7ClN2",
  "method": "wB97M-V/def2-TZVPD",
  "species": ["C", "C", "N", "N", "Cl", "H", "H", "H", "H", "H", "H", "H"],
  "xyz": [[1.431, -0.027, 0.776], [0.192, -0.274, -0.093], [-2.706, -0.358, -1.059], [-0.878, 0.130, 0.789], [-1.121, -1.074, 1.888], [2.395, 0.164, 0.318], [1.347, 0.950, 1.393], [1.672, -0.823, 1.508], [0.285, 0.377, -0.950], [0.171, -1.264, -0.418], [-3.532, -0.231, -0.493], [-2.575, 0.202, -1.863]],
  "mulliken_charge": [-1.12, -0.19, -0.43, -0.25, -0.07, 0.37, 0.31, 0.31, 0.30, 0.34, 0.23, 0.21],
  "lumo_energy_ha": [0.041, -0.039],
  "total_energy_ha": -649.91499,
  "gap_ev": [10.1, 8.8],
  "homo_ev": [-8.9, -9.9],
  "relative_energy_kcal_mol": 0.0,
  "multiplicity": 3
}

---

Entry 7:
{
  "formula": "C12H26NO2",
  "method": "wB97M-V/def2-TZVPD",
  "species": ["C", "O", "C", "C", "C", "C", "C", "C", "C", "C", "C", "C", "C", "N", "O", "H", "H", "H", "H", "H", "H", "H", "H", "H", "H", "H", "H", "H", "H", "H", "H", "H", "H", "H", "H", "H", "H", "H", "H", "H", "H"],
  "xyz": [[-1.209, 1.371, 5.540], [-1.730, 1.284, 4.231], [-1.606, 0.018, 3.605], [-0.284, -0.736, 3.796], [-0.022, -1.658, 2.581], [1.179, -1.181, 1.762], [1.300, -1.844, 0.381], [1.154, -0.835, -0.781], [0.419, -1.405, -2.020], [-0.884, -0.664, -2.367], [-0.701, 0.345, -3.520], [-0.409, 1.758, -3.030], [0.422, 2.542, -4.051], [1.686, 1.919, -4.331], [1.487, 1.169, -5.591], [-0.128, 1.512, 5.516], [-1.436, 0.493, 6.144], [-1.627, 2.259, 5.999], [-2.426, -0.646, 3.898], [-1.728, 0.206, 2.542], [0.557, -0.061, 3.886], [-0.368, -1.368, 4.674], [0.178, -2.673, 2.918], [-0.902, -1.719, 1.945], [2.067, -1.365, 2.364], [1.106, -0.100, 1.677], [2.305, -2.250, 0.316], [0.589, -2.656, 0.271], [0.650, 0.064, -0.448], [2.150, -0.538, -1.097], [0.170, -2.446, -1.825], [1.084, -1.364, -2.873], [-1.231, -0.116, -1.491], [-1.661, -1.390, -2.603], [-1.600, 0.352, -4.141], [0.118, 0.002, -4.142], [-1.366, 2.255, -2.826], [0.144, 1.692, -2.096], [0.628, 3.531, -3.611], [-0.145, 2.639, -4.984], [2.069, 1.605, -6.216]],
  "mulliken_charge": [-0.70, -0.41, -0.54, -0.62, -0.82, -0.84, -0.74, -0.72, -0.65, -0.96, -0.65, -0.29, -0.69, -0.82, -0.50, 0.26, 0.30, 0.27, 0.28, 0.39, 0.43, 0.40, 0.30, 0.47, 0.35, 0.46, 0.27, 0.54, 0.25, 0.27, 0.44, 0.46, 0.34, 0.47, 0.33, 0.23, 0.31, 0.01, 0.36, 0.48, 0.29],
  "lumo_energy_ha": 0.096,
  "total_energy_ha": -677.92591,
  "charge": -1,
  "gap_ev": 3.7,
  "homo_ev": -1.1,
  "smiles": "COCCCCCCCCCCC[N-]O"
}

---

Entry 8:
{
  "formula": "C6H12O",
  "method": "wB97M-V/def2-TZVPD",
  "species": ["C", "C", "C", "C", "C", "C", "H", "H", "H", "H", "H", "H", "H", "H", "H", "H", "O", "H", "H"],
  "xyz": [[1.858, -1.136, 1.175], [1.738, -0.149, 0.302], [0.584, -0.015, -0.623], [0.838, 0.765, -1.885], [-0.624, -0.436, -0.280], [-1.913, -0.328, -1.018], [1.186, -1.985, 1.244], [2.712, -1.180, 1.848], [2.518, 0.599, 0.251], [1.500, 0.272, -2.600], [1.315, 1.727, -1.645], [-0.081, 1.069, -2.384], [-0.762, -0.850, 0.717], [-2.486, 0.537, -0.663], [-2.552, -1.198, -0.881], [-1.826, -0.212, -2.101], [-1.701, 0.836, 2.680], [-1.016, 0.156, 2.652], [-1.287, 1.525, 3.211]],
  "mulliken_charge": [-0.85, -0.34, 1.20, -1.26, -0.25, -1.43, 0.30, 0.26, 0.30, 0.27, 0.32, 0.33, 0.13, 0.28, 0.35, 0.37, -0.63, 0.33, 0.31],
  "lumo_energy_ha": 0.032,
  "total_energy_ha": -311.00548,
  "gap_ev": 9.5,
  "homo_ev": -8.6,
  "relative_energy_kcal_mol": 33.8,
  "smiles": "C=C/C(C)=C/C.O"
}

---

Entry 9:
{
  "formula": "C4H9NOS",
  "method": "wB97M-V/def2-TZVPD",
  "species": ["C", "C", "C", "S", "N", "C", "O", "H", "H", "H", "H", "H", "H", "H", "H", "H"],
  "xyz": [[-0.882, 0.002, 1.313], [-0.029, -0.085, 0.036], [-0.616, -0.917, -1.086], [-0.850, -2.677, -0.611], [0.295, 1.249, -0.452], [1.639, 1.661, -0.404], [2.543, 1.042, 0.081], [-0.313, 0.534, 2.072], [-1.803, 0.506, 1.140], [-1.002, -1.002, 1.715], [0.884, -0.561, 0.391], [0.124, -0.938, -1.886], [-1.601, -0.638, -1.452], [0.145, -2.854, 0.268], [-0.247, 2.059, -0.184], [1.713, 2.620, -0.940]],
  "mulliken_charge": [-1.43, 0.22, -0.66, -0.24, -0.29, -0.03, -0.50, 0.38, 0.41, 0.36, 0.37, 0.34, 0.33, 0.11, 0.29, 0.35],
  "lumo_energy_ha": 0.031,
  "total_energy_ha": -685.98606,
  "gap_ev": 9.9,
  "homo_ev": -9.1,
  "relative_energy_kcal_mol": 20.6,
  "smiles": "C[C@@H](CS)NC=O"
}

---

Entry 10:
{
  "formula": "CH13NO4",
  "method": "wB97M-V/def2-TZVPD",
  "species": ["C", "N", "H", "H", "H", "H", "H", "O", "H", "H", "O", "H", "H", "O", "H", "H", "O", "H", "H"],
  "xyz": [[2.296, 0.291, 1.204], [1.205, -0.494, 1.754], [2.085, 0.826, 0.283], [3.086, -0.396, 0.882], [2.704, 0.969, 1.943], [0.391, 0.101, 1.845], [0.918, -1.258, 1.159], [-2.557, 0.901, -1.357], [-3.227, 0.206, -1.371], [-2.160, 0.811, -0.477], [-2.039, 0.165, 1.408], [-2.362, 0.770, 2.090], [-1.560, -0.488, 1.935], [-0.186, -2.032, -0.757], [-0.742, -1.757, -1.492], [0.616, -2.433, -1.115], [0.827, 1.023, -2.706], [-0.122, 0.832, -2.736], [0.827, 1.964, -2.493]],
  "mulliken_charge": [-0.72, -0.60, 0.21, 0.31, 0.30, 0.26, 0.27, -0.64, 0.30, 0.38, -0.67, 0.30, 0.31, -0.59, 0.29, 0.30, -0.64, 0.32, 0.31],
  "lumo_energy_ha": 0.017,
  "total_energy_ha": -401.58940,
  "gap_ev": 9.4,
  "homo_ev": -9.0,
  "relative_energy_kcal_mol": 19.5,
  "smiles": "CN.O.O.O.O"
}

---

What did the eighth record say?
{
  "formula": "C6H12O",
  "method": "wB97M-V/def2-TZVPD",
  "species": ["C", "C", "C", "C", "C", "C", "H", "H", "H", "H", "H", "H", "H", "H", "H", "H", "O", "H", "H"],
  "xyz": [[1.858, -1.136, 1.175], [1.738, -0.149, 0.302], [0.584, -0.015, -0.623], [0.838, 0.765, -1.885], [-0.624, -0.436, -0.280], [-1.913, -0.328, -1.018], [1.186, -1.985, 1.244], [2.712, -1.180, 1.848], [2.518, 0.599, 0.251], [1.500, 0.272, -2.600], [1.315, 1.727, -1.645], [-0.081, 1.069, -2.384], [-0.762, -0.850, 0.717], [-2.486, 0.537, -0.663], [-2.552, -1.198, -0.881], [-1.826, -0.212, -2.101], [-1.701, 0.836, 2.680], [-1.016, 0.156, 2.652], [-1.287, 1.525, 3.211]],
  "mulliken_charge": [-0.85, -0.34, 1.20, -1.26, -0.25, -1.43, 0.30, 0.26, 0.30, 0.27, 0.32, 0.33, 0.13, 0.28, 0.35, 0.37, -0.63, 0.33, 0.31],
  "lumo_energy_ha": 0.032,
  "total_energy_ha": -311.00548,
  "gap_ev": 9.5,
  "homo_ev": -8.6,
  "relative_energy_kcal_mol": 33.8,
  "smiles": "C=C/C(C)=C/C.O"
}

---

Which formula does entry 4 have?
C29H43ClF4N15O3S2